1.
A structure of composition C55H40Br2ClN9O3SiY at a distorted geometry. Source: the Open Molecules 2025 dataset; level of theory: wB97M-V/def2-TZVPD.

Output
- 2S+1: 1
- Net charge: -1
- Gap between HOMO and LUMO (spin up / spin down): 0.1841 / 0.1836 Eh
- ΔE to the lowest compared entry with this formula, charge and spin: 23.9 kcal per mole

Atoms and positions in Å:
Y 0.1783 0.2470 0.2827
C 6.0414 3.0095 2.7965
C 5.6854 2.3303 3.9617
C 4.5840 1.4959 3.9973
C 3.8415 1.3599 2.8340
C 2.6829 0.5557 2.4888
N 2.2245 -0.3592 3.3219
C 1.4177 -1.3363 2.9905
C 1.2676 -2.5147 3.8323
C 1.6770 -2.8338 5.1172
C 1.4427 -4.1215 5.5700
C 0.8347 -5.0801 4.7599
C 0.4359 -4.7735 3.4711
C 0.6498 -3.4817 3.0209
C 0.4176 -2.8350 1.7440
N -0.1227 -3.4965 0.7310
C -0.1967 -3.0215 -0.4831
N 0.3780 -1.9135 -0.9840
C 0.1002 -1.8037 -2.3076
N 0.6827 -0.9948 -3.1452
C 1.5378 -0.0472 -2.7683
N 1.7769 0.4237 -1.5289
C 2.7705 1.3570 -1.6085
N 3.4036 1.9422 -0.6200
C 3.2396 1.6347 0.6529
N 2.3231 0.7872 1.1983
C 4.1974 2.0486 1.6599
C 5.3052 2.8810 1.6338
C 3.1825 1.5208 -2.9913
C 4.1613 2.2864 -3.6019
C 4.3141 2.1531 -4.9719
C 3.5328 1.2651 -5.7104
C 2.5624 0.4880 -5.1024
C 2.3904 0.6271 -3.7347
C -0.8676 -2.8544 -2.7358
C -0.3436 -4.2922 -2.7299
C -1.1509 -5.2850 -3.4484
C -2.4717 -5.1222 -3.4537
C -2.9909 -3.8901 -2.7666
C -1.0183 -3.7101 -1.5072
N 0.8283 -1.5541 1.7744
H 6.9151 3.6444 2.8061
H 6.2849 2.4606 4.8515
H 4.2959 0.9652 4.8925
H 2.1743 -2.0994 5.7322
H 1.7445 -4.3994 6.5712
H 0.6837 -6.0779 5.1501
H -0.0036 -5.5112 2.8184
H 5.5668 3.4103 0.7330
H 4.7839 2.9503 -3.0225
H 5.0677 2.7308 -5.4879
H 3.6934 1.1732 -6.7768
H 1.9480 -0.2042 -5.6592
H 0.7297 -4.4378 -2.6994
H -0.6515 -6.1118 -3.9282
H -3.1530 -5.8020 -3.9393
H -4.0718 -3.7775 -2.8527
Br 2.0225 5.0701 -0.5389
C 0.2211 5.3038 0.1110
Br -0.9042 3.6887 -0.1580
H -0.2159 6.1267 -0.4500
H 0.2809 5.5243 1.1728
C 0.0559 1.3660 4.9225
Si -0.4865 2.1828 3.2632
C 1.0459 3.1960 2.7170
C -1.7749 3.5813 3.6179
N -1.0746 1.0162 2.1300
C -2.2898 0.4461 2.4273
C -2.9658 0.6235 3.6485
C -4.2199 0.1051 3.9003
C -4.8819 -0.6428 2.9465
C -4.2407 -0.8753 1.7395
C -2.9843 -0.3643 1.4909
O -2.3690 -0.5679 0.2578
C -2.8025 -1.5357 -0.6405
C -3.1944 -0.9481 -1.9199
C -2.9317 -1.4167 -3.1335
C -2.2172 -2.6979 -3.4075
C -2.5008 -3.9551 -1.3019
C -2.8006 -2.8395 -0.3334
H -0.2923 1.9132 5.7930
H 1.1368 1.2972 4.9856
H -0.3301 0.3533 4.9909
H 1.2115 3.1732 1.6475
H 0.9404 4.2281 3.0329
H 1.9484 2.8227 3.1814
H -1.7843 3.8703 4.6652
H -2.7796 3.2664 3.3575
H -1.5622 4.4771 3.0398
H -2.4875 1.1862 4.4299
H -4.6870 0.3000 4.8559
H -5.8705 -1.0405 3.1255
H -4.7264 -1.4523 0.9641
H -3.7440 -0.0237 -1.8032
H -3.3101 -0.8824 -3.9929
H -2.1407 -2.8501 -4.4891
H -2.7288 -4.9264 -0.8552
H -2.6206 -3.1138 0.7005
Cl -2.8771 1.7041 -7.8891
C -2.5838 1.6836 -6.1797
C -1.2910 1.5239 -5.7125
C -1.0671 1.5026 -4.3481
C -2.1238 1.6356 -3.4578
C -3.4116 1.8187 -3.9482
C -3.6507 1.8363 -5.3098
C -1.8911 1.5610 -1.9615
O -2.7307 2.0514 -1.2023
O -0.8161 0.9997 -1.5938
H -0.4710 1.4157 -6.4054
H -0.0672 1.3762 -3.9677
H -4.2255 1.9391 -3.2482
H -4.6517 1.9605 -5.6950

2.
A structure of composition C55H42N6OS5SbTc at a distorted geometry. Source: the Open Molecules 2025 dataset; level of theory: wB97M-V/def2-TZVPD.

Output
- 2S+1: 1
- Net charge: +2
- Gap between HOMO and LUMO: 0.2152 Eh

Atoms and positions in Å:
Tc -0.0201 0.9172 -0.7681
C 1.3121 8.1029 -2.5434
C 0.4007 7.6375 -3.4757
C -0.1194 6.3557 -3.3699
C 0.2783 5.5398 -2.3221
C 1.1987 6.0079 -1.3849
C 1.7128 7.2867 -1.4963
C -0.1658 4.1272 -2.1347
C 0.7347 3.0791 -2.7671
C 1.8670 3.5059 -3.6071
C 2.9129 2.7438 -3.2669
C 2.4645 1.8279 -2.2338
C 3.3011 0.9576 -1.5236
C 4.7337 0.9168 -1.8925
C 5.2925 -0.2227 -2.4642
C 6.6344 -0.2397 -2.7998
C 7.4320 0.8651 -2.5502
C 6.8806 2.0001 -1.9753
C 5.5357 2.0305 -1.6570
C 2.8771 0.2166 -0.4241
N 1.5828 0.1285 0.0589
C 1.6410 -0.6932 1.1793
C 0.5679 -1.1160 1.9472
C 0.8574 -1.7592 3.2576
C 0.8239 -3.1263 3.5021
C 1.1232 -3.6142 4.7639
C 1.4286 -2.7465 5.7993
C 1.4365 -1.3813 5.5669
C 1.1660 -0.8912 4.3043
C -0.7604 -0.7719 1.6595
C -1.8774 -1.1718 2.4942
C -2.9497 -0.5012 2.0784
C -2.5109 0.3991 0.9673
N -1.1457 0.0452 0.6697
C -2.6530 1.8371 1.3289
C -1.9283 2.8194 0.7254
C -2.1718 4.2263 0.8812
C -1.5050 4.8557 -0.1214
C -0.8234 3.8473 -0.8648
N -1.0066 2.6389 -0.3198
C -3.6469 2.1484 2.3710
C -3.2203 2.0386 3.6962
C -4.1159 2.2571 4.7268
C -5.4386 2.5630 4.4444
C -5.8617 2.6693 3.1297
C -4.9706 2.4678 2.0893
C 2.9924 -1.0954 1.4006
C 3.7482 -0.5526 0.4104
N 1.1513 1.9769 -1.9986
H 1.7150 9.1020 -2.6277
H 0.0906 8.2747 -4.2904
H -0.8340 5.9982 -4.0961
H 1.5077 5.3620 -0.5747
H 2.4245 7.6400 -0.7643
H 1.7993 4.2868 -4.3376
H 3.9123 2.7794 -3.6539
H 4.6701 -1.0834 -2.6618
H 7.0570 -1.1199 -3.2589
H 8.4829 0.8397 -2.7913
H 7.4961 2.8630 -1.7738
H 5.1018 2.9096 -1.2017
H 0.5682 -3.8176 2.7150
H 1.1204 -4.6793 4.9372
H 1.6479 -3.1312 6.7849
H 1.6635 -0.6964 6.3697
H 1.1825 0.1728 4.1203
H -1.8052 -1.8997 3.2767
H -3.9580 -0.5359 2.4304
H -2.7961 4.6479 1.6411
H -1.4993 5.9020 -0.3498
H -2.1887 1.7877 3.8995
H -3.7817 2.1782 5.7502
H -6.1392 2.7171 5.2491
H -6.8944 2.9005 2.9104
H -5.3014 2.5432 1.0629
H 3.3162 -1.7219 2.2096
H 4.8062 -0.6556 0.2664
S -3.5849 -1.0277 -3.7911
Sb -3.6135 1.2245 -3.9184
S -0.9292 3.1819 -3.5107
S -3.7914 0.0934 -0.4062
S -3.9072 1.8113 -1.4794
C 1.1130 -6.1964 0.4110
C 0.7011 -5.2039 -0.6730
C 0.2845 -3.8715 -0.0409
N 0.2562 -2.7589 -0.9737
C -0.7631 -2.1201 -1.5127
S -0.3067 -0.6744 -2.4364
N -2.0294 -2.4331 -1.4459
C -2.7556 -3.3075 -0.5087
O -3.2431 -2.7822 0.4512
C -2.8181 -4.6997 -0.8995
C -2.5621 -5.0998 -2.2167
C -2.6337 -6.4398 -2.5450
C -2.9294 -7.3839 -1.5694
C -3.2018 -6.9882 -0.2664
C -3.1642 -5.6508 0.0699
H 1.3893 -7.1451 -0.0382
H 0.2970 -6.3759 1.1074
H 1.9698 -5.8251 0.9681
H -0.1224 -5.6142 -1.2577
H 1.5446 -5.0328 -1.3444
H 1.0286 -3.6005 0.7132
H -0.6940 -3.9622 0.4325
H 1.1716 -2.4030 -1.2262
H -2.6624 -1.8396 -2.0110
H -2.3478 -4.3646 -2.9763
H -2.4582 -6.7501 -3.5622
H -2.9613 -8.4303 -1.8298
H -3.4504 -7.7238 0.4835
H -3.3843 -5.3239 1.0755

3.
A structure of composition C55H44CsFN4O9PS at a distorted geometry. Source: the Open Molecules 2025 dataset; level of theory: wB97M-V/def2-TZVPD.

Output
- 2S+1: 1
- Net charge: -1
- Gap between HOMO and LUMO: 0.2763 Eh
- ΔE to the lowest compared entry with this formula, charge and spin: 17.2 kcal per mole

Atoms and positions in Å:
Cs -0.2403 -0.3382 0.5002
C 0.6829 6.2171 4.4809
C -0.5445 5.5482 5.0829
C -1.6468 6.5899 5.2353
C -2.9897 5.9571 5.5289
C -3.3362 5.0238 4.4130
C -4.6178 4.8639 3.9484
C -4.8858 3.9262 2.9525
F -6.1676 3.8141 2.5302
C -3.9133 3.1250 2.4251
C -2.5983 3.2839 2.8807
C -1.5587 2.3985 2.3305
O -1.8407 1.5392 1.4973
C -0.2404 2.5687 2.8936
C -0.0529 3.5221 3.8298
N -0.9915 4.4090 4.2654
C -2.3007 4.2562 3.8383
C 0.9404 1.7383 2.4137
O 1.6254 1.1610 3.2666
O 1.0688 1.7148 1.1676
H 0.9385 7.0886 5.0852
H 0.4720 6.5525 3.4676
H 1.5565 5.5762 4.4537
H -0.2905 5.1563 6.0798
H -1.7102 7.1753 4.3146
H -1.3472 7.2753 6.0319
H -3.7676 6.7118 5.6552
H -2.9367 5.3962 6.4704
H -5.4352 5.4398 4.3560
H -4.1226 2.3799 1.6753
H 0.9209 3.6200 4.2850
O -2.1082 -2.0724 2.0069
C -3.0378 -2.7537 1.6342
C -3.4504 -3.0442 0.2601
C -4.6354 -3.7686 0.1402
C -5.1381 -4.0687 -1.1097
C -4.4855 -3.6593 -2.2766
C -3.3184 -2.9591 -2.1851
C -2.7282 -2.6203 -0.9194
O -1.6394 -1.9949 -0.8497
N -6.3755 -4.8173 -1.2168
O -6.9227 -5.1777 -0.1846
O -6.8334 -5.0170 -2.3328
H -3.7039 -3.2240 2.3940
H -5.1660 -4.0920 1.0229
H -4.9126 -3.9056 -3.2381
H -2.8002 -2.6360 -3.0762
N 0.4003 -3.4530 -2.2572
C 1.6187 -2.9784 -2.5789
N 1.8877 -1.7164 -2.6588
C 3.1637 -1.5443 -3.1574
C 3.7450 -0.3088 -3.4293
C 5.0326 -0.2711 -3.9197
C 5.7527 -1.4448 -4.1506
C 5.1844 -2.6802 -3.9031
C 3.8879 -2.7177 -3.4147
S 2.8870 -4.0950 -3.0397
H -0.2366 -2.8168 -1.7746
H 0.3513 -4.4052 -1.9359
H 3.1785 0.5903 -3.2455
H 5.4917 0.6839 -4.1254
H 6.7637 -1.3906 -4.5300
H 5.7352 -3.5911 -4.0881
O 3.3783 1.0343 -0.5659
C 2.9695 0.3391 0.2261
C -5.5936 1.6800 -4.0573
C -5.3780 0.8783 -2.9512
C -4.2225 1.0359 -2.1995
C -3.2757 1.9901 -2.5489
C -3.4999 2.7859 -3.6707
C -4.6516 2.6364 -4.4173
P -1.7642 2.0377 -1.5281
C -0.5153 1.9592 -2.8697
C 0.3209 2.9729 -3.3127
C 1.2158 2.7449 -4.3459
C 1.2810 1.5002 -4.9535
C 0.4601 0.4763 -4.5065
C -0.4220 0.7021 -3.4675
C -1.6652 3.7574 -0.9345
C -2.7581 4.6123 -0.8679
C -2.6564 5.8393 -0.2296
C -1.4563 6.2315 0.3374
C -0.3586 5.3840 0.2703
C -0.4625 4.1512 -0.3457
H -6.4905 1.5585 -4.6487
H -6.0968 0.1217 -2.6721
H -4.0468 0.3979 -1.3443
H -2.7536 3.5152 -3.9623
H -4.8135 3.2574 -5.2882
H 0.2763 3.9532 -2.8501
H 1.8615 3.5490 -4.6749
H 1.9867 1.3210 -5.7530
H 0.5293 -0.5110 -4.9383
H -1.0285 -0.1177 -3.1032
H -3.7060 4.3153 -1.2992
H -3.5239 6.4826 -0.1760
H -1.3780 7.1907 0.8315
H 0.5855 5.6655 0.7189
H 0.3791 3.4732 -0.3225
C 0.9224 -2.1756 3.5306
C 1.7656 -2.7079 2.4084
O 1.3224 -2.8370 1.2861
C 3.2077 -3.0303 2.6563
C 3.6308 -3.6577 3.8238
C 4.9626 -4.0122 3.9806
C 5.8752 -3.7167 2.9824
C 5.4586 -3.0826 1.8215
C 4.1263 -2.7516 1.6511
H -0.1334 -2.3039 3.3057
H 1.1473 -1.1087 3.6325
H 1.1729 -2.6338 4.4858
H 2.9202 -3.8854 4.6031
H 5.2841 -4.5160 4.8809
H 6.9176 -3.9820 3.1074
H 6.1699 -2.8486 1.0421
H 3.7778 -2.2737 0.7466

4.
A structure of composition C55H45Cl2KN3O2S2Te at a distorted geometry. Source: the Open Molecules 2025 dataset; level of theory: wB97M-V/def2-TZVPD.

Output
- 2S+1: 1
- Net charge: -1
- Gap between HOMO and LUMO: 0.1958 Eh
- ΔE to the lowest compared entry with this formula, charge and spin: 86.1 kcal per mole

Atoms and positions in Å:
K -2.4225 2.1248 -0.6668
C -4.8221 -4.9419 4.0918
C -4.1289 -3.7454 3.4847
C -2.9879 -3.2067 4.0805
C -2.3148 -2.1416 3.5017
C -2.7507 -1.6277 2.2828
C -3.9205 -2.1022 1.7167
C -4.6005 -3.1570 2.3160
S -1.8973 -0.2569 1.5030
O -2.7815 0.1344 0.3424
C -0.3485 -1.0342 0.7258
C 0.4768 -1.8024 1.7471
C 1.7652 -2.0693 1.5482
C 2.5961 -1.8645 0.3348
C 3.8834 -2.4106 0.3828
C 4.7235 -2.4239 -0.7246
C 4.2612 -1.9000 -1.9215
C 2.9898 -1.3368 -1.9844
C 2.1485 -1.2657 -0.8746
C -0.3801 -1.6619 -0.7393
C -1.5034 -1.3312 -1.7464
C -2.6548 -2.1660 -1.9806
C -3.0725 -3.1664 -1.0730
C -4.1580 -3.9622 -1.3150
C -4.9096 -3.8044 -2.4975
C -4.5623 -2.8230 -3.3815
C -3.4523 -1.9765 -3.1402
C -3.1552 -0.9055 -4.0229
C -2.1659 -0.0350 -3.7147
C -1.3266 -0.2592 -2.5884
S -0.1989 1.0769 -2.1736
O -1.1022 2.2567 -2.5888
C 1.0041 0.9946 -3.5245
C 2.1729 1.7251 -3.3100
C 3.2193 1.6740 -4.2155
C 3.1309 0.8990 -5.3716
C 4.2871 0.8250 -6.3409
C 1.9574 0.1878 -5.5866
C 0.8998 0.2313 -4.6787
H -4.8562 -4.8692 5.1814
H -4.2876 -5.8613 3.8401
H -5.8440 -5.0366 3.7209
H -2.6293 -3.6199 5.0174
H -1.4682 -1.6958 4.0142
H -4.2831 -1.6383 0.8065
H -5.5145 -3.5289 1.8609
H 0.0600 -2.0406 2.7179
H 2.2932 -2.5424 2.3731
H 4.2159 -2.8658 1.3137
H 5.7140 -2.8595 -0.6550
H 4.8844 -1.9256 -2.8098
H 2.6387 -0.9359 -2.9277
H -2.5520 -3.2679 -0.1416
H -4.4473 -4.7088 -0.5832
H -5.7729 -4.4321 -2.6834
H -5.1513 -2.6593 -4.2801
H -3.7616 -0.7728 -4.9149
H -1.9903 0.8515 -4.3131
H 2.2672 2.3141 -2.4031
H 4.1326 2.2274 -4.0119
H 5.2011 0.5083 -5.8336
H 4.4864 1.8000 -6.7925
H 4.0805 0.1167 -7.1437
H 1.8661 -0.4306 -6.4752
H 0.0129 -0.3594 -4.8732
C -0.2893 -4.1330 0.0669
N 0.0719 -3.0545 -0.8289
C 0.3397 -3.5099 -2.1771
C 0.7875 -0.6142 -0.9725
N 0.4420 0.0802 0.2780
H 0.6100 -4.6853 0.3707
H -0.9724 -4.8524 -0.4051
H -0.7587 -3.7635 0.9791
H 1.2015 -4.1869 -2.1783
H 0.5818 -2.6589 -2.8186
H -0.5152 -4.0431 -2.6232
Te 1.0869 2.1981 0.6357
C 1.9615 3.9771 1.7256
C 3.1876 4.5079 1.3431
C 3.8498 5.4538 2.1242
C 3.2836 5.8849 3.3155
C 2.0494 5.3722 3.7119
C 1.4043 4.4252 2.9256
C 1.4909 1.3022 2.5209
C 2.7762 0.8081 2.7299
C 3.0999 0.1774 3.9251
C 2.1383 0.0417 4.9231
C 0.8578 0.5467 4.7182
C 0.5340 1.1758 3.5180
H 3.6450 4.1818 0.4102
H 4.8092 5.8487 1.8052
H 3.7991 6.6106 3.9340
H 1.5967 5.7034 4.6406
H 0.4495 4.0215 3.2533
H 3.5267 0.8946 1.9472
H 4.1006 -0.2142 4.0758
H 2.3862 -0.4537 5.8555
H 0.1082 0.4557 5.4989
H -0.4670 1.5661 3.3477
Cl -2.8777 3.7186 2.7544
C -2.0111 4.7779 1.6564
C -2.3639 6.1127 1.6171
C -1.7184 6.9796 0.7471
C -0.7391 6.4686 -0.0895
C -0.3850 5.1305 -0.0355
Cl 0.7919 4.5801 -1.2096
C -0.9823 4.1873 0.8677
N -0.7240 2.8551 1.0258
H -3.1411 6.4684 2.2822
H -1.9753 8.0315 0.7173
H -0.2407 7.1066 -0.8106

> Which formula does entry 2 have?

C55H42N6OS5SbTc